No. 1
Formula: BH18O7
Source: OMol25
Level of theory: wB97M-V/def2-TZVPD

## Properties
Orbital gap in eV: 9.57
Relative energy (zero: lowest compared OMol25 entry of this formula, charge and spin) in eV: 0.6388

```
! RIJCOSX wB97M-V def2-TZVPD def2/J DEFGRID3
* xyz -1 1
B 10.6640 -1.6950 -23.6060
H 11.3750 -2.6880 -23.5710
H 9.8730 -1.6350 -24.5560
H 10.0020 -1.6030 -22.5930
H 11.4210 -0.6870 -23.6420
O 8.6340 1.0810 -22.7810
H 9.0060 0.3050 -23.2390
H 7.7550 0.7480 -22.6710
O 11.5600 -2.6340 -20.3450
H 10.8770 -2.8260 -19.7310
H 11.2550 -2.2370 -21.1630
O 6.8200 -1.9930 -25.1830
H 7.7360 -1.8260 -25.2420
H 6.8230 -2.9420 -25.4300
O 11.0270 -5.3160 -21.6770
H 10.5370 -5.0460 -20.9370
H 11.5180 -4.5170 -21.7250
O 13.6720 -1.4510 -22.0430
H 12.9500 -1.6720 -22.6210
H 14.4600 -1.4240 -22.6120
O 8.2170 -0.6130 -20.2550
H 8.2010 -1.2940 -20.8890
H 9.0320 -0.1350 -20.4960
O 9.1600 -4.4730 -23.2900
H 9.9030 -4.9650 -22.8630
H 9.6480 -3.6940 -23.4700
*
```



No. 2
Formula: BH18O7
Source: OMol25
Level of theory: wB97M-V/def2-TZVPD

## Properties
Orbital gap in eV: 9.39
Relative energy (zero: lowest compared OMol25 entry of this formula, charge and spin) in eV: 0.6074

```
! RIJCOSX wB97M-V def2-TZVPD def2/J DEFGRID3
* xyz -1 1
B 0.3480 1.3694 0.0693
H -0.6567 2.0451 -0.2157
H 0.9222 1.8599 0.9931
H -0.0072 0.2252 0.3683
H 1.1347 1.2430 -0.8954
O 1.5325 -1.1917 3.0863
H 1.9682 -0.9352 2.2986
H 1.0313 -0.4265 3.3153
O -1.1731 0.6617 -2.8906
H -0.8812 0.2973 -3.7370
H -0.4544 0.8783 -2.2881
O -2.0692 1.5323 2.1544
H -2.2691 0.7136 1.7677
H -1.2237 1.7035 1.8335
O -0.4999 -2.6429 0.6618
H -0.4919 -1.8784 0.1291
H 0.3432 -3.0482 0.5429
O 1.0356 -1.6744 -1.9127
H 1.4135 -1.5924 -2.7381
H 0.8648 -0.7976 -1.5572
O 2.8893 -0.8957 0.6670
H 2.5424 -0.1035 0.2395
H 3.6383 -1.1242 0.1276
O -3.7222 1.2777 -0.6636
H -3.0754 1.9723 -0.5179
H -3.1400 0.5314 -0.8383
*
```



No. 3
Formula: BH20O8
Source: OMol25
Level of theory: wB97M-V/def2-TZVPD

## Properties
Orbital gap in eV: 9.67
Relative energy (zero: lowest compared OMol25 entry of this formula, charge and spin) in eV: 0.7274

```
! RIJCOSX wB97M-V def2-TZVPD def2/J DEFGRID3
* xyz -1 1
B 0.5202 1.0249 -0.4239
H 0.2152 1.8369 0.3461
H -0.3568 0.8309 -1.1889
H 1.5572 1.3799 -0.9889
H 0.7122 -0.0101 0.1921
O -2.6218 0.9229 0.8941
H -3.2228 1.6679 1.1291
H -1.8318 1.4139 0.9861
O 1.6232 0.7379 3.1691
H 0.7992 1.2399 3.0341
H 1.8992 0.6299 2.2541
O 0.6272 -1.7321 3.3131
H 1.0422 -0.8731 3.0391
H 0.7162 -2.3281 2.6091
O 0.5992 -2.9341 0.7401
H 0.7222 -2.1591 0.1801
H 0.8532 -3.6721 0.2451
O 0.0982 4.0209 -1.7849
H -0.5368 3.5369 -1.3059
H 0.9292 3.6079 -1.6559
O -1.7988 -1.6881 1.1771
H -0.9108 -2.0591 1.1031
H -1.8208 -0.8621 0.7161
O -1.2168 0.2289 -3.7589
H -1.1698 -0.6091 -4.2219
H -1.1238 0.0269 -2.8239
O 1.1482 -1.6961 -2.1369
H 1.6132 -1.6491 -2.9619
H 0.9352 -0.8331 -1.8769
*
```



No. 4
Formula: BH22O9
Source: OMol25
Level of theory: wB97M-V/def2-TZVPD

## Properties
Orbital gap in eV: 9.02
Relative energy (zero: lowest compared OMol25 entry of this formula, charge and spin) in eV: 3.9011

```
! RIJCOSX wB97M-V def2-TZVPD def2/J DEFGRID3
* xyz -1 1
B 0.1573 0.1386 -0.7555
H 0.8818 -0.7274 -0.9511
H 0.4469 1.2082 -1.2481
H -1.0254 -0.1179 -1.1471
H -0.0319 0.5367 0.5310
O -0.0451 -0.0824 -4.1956
H -0.8537 0.1207 -4.3802
H 0.1890 0.1060 -3.1786
O -0.5723 -3.2166 -0.1079
H -0.2858 -4.0626 -0.6328
H -0.0542 -2.5129 -0.4523
O -0.0535 0.6553 4.1676
H -0.3595 -0.0549 3.4068
H 0.3166 0.0446 4.7455
O 4.4879 -0.1357 -1.0623
H 3.7215 -0.0239 -0.5473
H 4.3445 0.2690 -1.8976
O 1.8610 -2.3247 1.9541
H 1.1206 -2.0186 2.3107
H 1.4256 -2.4691 0.9819
O -1.7875 2.9783 0.0881
H -1.0367 2.6141 -0.3612
H -1.4492 3.4217 0.9977
O 2.9784 0.2227 1.0151
H 2.6319 -0.6257 1.2445
H 2.3089 0.4320 0.5301
O -3.3130 1.8701 -2.1135
H -2.9925 1.7846 -1.3287
H -4.0347 1.2714 -1.9988
O -3.1307 0.3956 1.8751
H -2.4459 0.6501 1.1815
H -3.4004 -0.3473 1.3289
*
```



No. 5
Formula: BH28NO10
Source: OMol25
Level of theory: wB97M-V/def2-TZVPD

## Properties
Orbital gap in eV: 8.69
Relative energy (zero: lowest compared OMol25 entry of this formula, charge and spin) in eV: 1.7908

```
! RIJCOSX wB97M-V def2-TZVPD def2/J DEFGRID3
* xyz 0 1
N 1.7907 1.5044 -2.8860
H 1.2527 1.0934 -3.5880
H 1.0177 1.5344 -2.2530
H 2.0437 2.3624 -3.0610
H 2.5487 0.8064 -2.5780
B -0.0523 0.1404 -0.1230
H -0.1543 -0.8196 -0.8320
H 1.2047 0.3884 0.2440
H -0.6513 1.2344 -0.4510
H -0.9243 -0.2866 0.8090
O 0.2517 2.4964 1.4930
H -0.0713 1.9074 0.7030
H 0.8577 3.1854 1.2000
O -3.7713 0.7624 -1.2510
H -3.4053 1.1544 -0.4620
H -3.5363 -0.1766 -0.9930
O -1.7043 -3.0726 -2.4560
H -2.0683 -2.8436 -1.6950
H -0.8553 -3.1196 -2.1950
O -1.5873 -2.0796 3.7240
H -2.4053 -1.7526 4.0250
H -1.2513 -1.4016 3.1560
O -2.8853 -1.9176 -0.3490
H -2.2733 -1.2946 -0.0800
H -2.3523 -2.7316 -0.2050
O -0.9373 2.3424 -2.5680
H -1.7043 2.2684 -3.2830
H -1.3193 2.7954 -1.7490
O -0.4683 0.8534 3.6590
H -0.2203 0.9584 2.7880
H 0.5187 0.9764 3.8520
O 3.8707 0.8184 1.8730
H 3.2487 0.6874 1.1730
H 4.0517 0.0094 2.2260
O 1.7657 -1.5966 2.0880
H 1.2807 -1.1436 1.5890
H 1.5267 -1.1646 2.8680
O 2.7447 -1.3786 -1.6160
H 2.6797 -1.7866 -0.7670
H 1.9447 -1.7156 -2.0280
*
```



No. 6
Formula: BH2NO5
Source: OMol25
Level of theory: wB97M-V/def2-TZVPD

## Properties
Orbital gap (alpha / beta) in eV: 6.24 / 7.98
<S²>: 2.011

```
! RIJCOSX wB97M-V def2-TZVPD def2/J DEFGRID3
* xyz 0 3
B 0.6915 0.3005 -0.0363
N -1.7631 -0.0495 -0.0176
O -2.8154 0.1471 -0.4883
O -1.5093 -0.8570 0.8560
O 1.4949 1.2240 0.4234
O 0.7835 -0.9553 -0.4958
O -0.8251 0.8309 -0.3497
H 2.3248 0.8431 0.3595
H 1.6183 -1.4837 -0.2513
*
```